{
  "formula": "C2H5N3OS",
  "method": "ωB97M-V with the def2-TZVPD basis set",
  "species": ["C", "C", "H", "H", "H", "H", "H", "N", "N", "N", "O", "S"],
  "positions_angstrom": [[0.040, -0.887, -1.111], [-0.020, 1.606, 1.526], [-1.427, -2.123, -0.285], [-1.235, -0.333, 0.276], [0.499, -2.466, -2.360], [1.735, 1.370, 0.867], [0.606, 1.713, 2.475], [-0.866, -1.209, -0.166], [0.659, -1.420, -2.155], [0.813, 1.190, 0.580], [-1.255, 1.688, 1.400], [0.449, 0.871, -1.047]],
  "lumo_energy_ev": 0.627,
  "multiplicity": 1,
  "fmax_ha_per_bohr": 0.06846,
  "homo_energy_ev": -9.26,
  "smiles": "[H]/N=C(\\N)SNC=O",
  "gap_ev": 9.89
}